(1)
135
Properties=species:S:1:pos:R:3 method="wB97M-V/def2-TZVPD" molar_mass_g_mol=3484.5 orbital_gap_ev=9.046 e_homo_ev=-9.6969 e_above_lowest_kj_mol=11.94 energy_ha=-88107.670550
H 4.4295 0.7264 3.4000
O 1.7633 5.5339 -0.6871
Br -4.6759 7.6236 -0.3857
O -1.8266 3.8086 -3.8520
H -2.9861 6.1603 5.1343
Br 5.2332 -5.6817 2.4183
H 3.3876 2.0978 0.6310
C -0.2557 1.3845 0.9309
Br -6.8754 0.6091 3.3355
Br -6.0227 -0.5146 -3.7615
Br -1.2991 8.0227 4.9171
H -1.6352 0.7021 -5.8288
O 0.9422 -5.2131 -3.5381
H 4.7396 -2.5845 -2.7355
H 0.0900 5.8253 -3.1313
C -0.5081 -4.7524 -0.4897
O 0.3791 1.0172 -2.2223
C -5.1068 1.0599 -3.2561
O 3.3976 -1.5461 -1.5169
C 4.4221 3.3392 -0.8217
O 0.7105 -3.6302 -1.9775
C 5.4479 0.3615 3.1798
H -0.6567 -6.0559 -4.6788
H 3.4265 -4.3341 1.4764
O -3.1147 -5.2732 -3.1445
H -1.3946 3.5601 -1.8089
C 5.5745 -1.1082 2.7464
H 6.4544 -1.5994 3.1641
C 5.7932 0.3064 0.9390
H 6.1180 0.6325 4.0226
H 4.6574 3.2531 -1.8569
H 5.2888 -3.4480 -0.4861
C -2.9956 -4.3776 -4.0692
Br -2.9240 -4.1118 5.5695
C -0.7688 5.4156 -2.6015
C -0.6738 0.2672 -5.3884
C -5.8804 -3.2689 -1.1331
C -0.9802 3.9300 -2.6877
C 3.2323 2.4513 -0.4004
H -0.7856 -4.9204 4.7983
Br -3.4634 0.7636 -2.2932
Br -0.8896 2.8591 5.2391
Br -1.1362 3.1303 0.8035
Br -7.2472 6.2165 -1.8204
Br -5.6077 -5.2013 -0.7718
H 0.7249 0.5076 6.1770
H -3.4327 -7.2326 -3.7678
C -2.7579 6.9293 4.3963
Br 3.2762 1.8282 -4.4442
H 4.6755 -1.6687 3.0094
Br 5.7993 -0.1016 -4.9362
H 3.8035 -0.2704 -3.3910
Br -2.1407 -6.2201 3.1978
C -1.6753 -4.5817 4.2204
Br -7.6292 -2.6031 -0.5649
H 0.2652 -5.1408 0.2266
H 1.4826 -2.4578 6.5008
O 2.4275 -0.9957 0.5155
O -0.3047 1.1314 -4.3119
C 3.0389 -1.7576 -0.1899
H 3.0956 1.4590 -0.8931
O -3.4670 5.0613 -4.7258
Br -1.1008 -3.1616 3.1369
O -0.3581 -0.8215 -3.3276
C 1.1872 -0.2681 6.7959
C 2.5352 4.5786 -0.6291
C 3.4155 -5.2481 2.0764
Br 2.5207 -6.5164 0.9111
C 4.2903 -3.6089 -0.8196
H -0.3728 -1.9105 -5.1533
H -2.0025 -6.9555 -2.7899
O -3.4652 -3.2764 -4.0435
C 2.6058 5.0413 3.9569
H -1.0834 -2.8336 -1.4203
H 0.2057 0.1667 -6.0446
Br -2.3365 5.9555 2.7936
Br -2.5774 0.3201 4.5212
O 2.5347 0.1901 6.9816
Br 1.9899 5.0421 5.9118
H -4.8914 6.1722 -2.4461
Br -4.0659 2.9202 5.6157
H 0.5387 1.4220 0.2416
C -1.7782 -6.1313 -4.8488
Br 3.6351 3.4019 3.5578
Br -1.4069 -0.0833 0.6393
Br -4.8473 4.6085 -0.5571
Br -4.5172 7.7512 4.4362
Br 0.7945 1.2316 2.6142
O -0.4168 -5.4999 -1.7280
O 5.9191 1.0976 1.9909
Br -7.8487 1.3915 0.5464
H 3.9619 -4.6282 -0.9910
C 3.8548 -2.7886 -2.1048
H -1.9189 -1.4167 -4.4905
Br -4.8495 2.3323 -4.6860
O 2.0907 3.2923 -0.5641
H 0.4748 -1.6724 5.2705
O 5.7875 -1.0453 1.2780
C 1.3072 -1.5099 5.9411
H -2.0277 -6.7408 -5.6821
Br 1.2051 5.4471 2.7843
O 3.4553 -2.9854 0.2011
C -2.5280 4.9243 -4.0023
C -0.0522 0.4808 -3.2282
O -2.2633 -4.8101 -5.1057
H 0.7742 -0.3395 7.7749
H 5.2265 3.1480 -0.1031
C -5.4082 6.1833 -1.5430
O 4.4049 -0.1102 5.6273
O -1.9978 5.8727 -3.1965
O 3.8676 4.6684 -0.5590
O 2.5240 -1.2482 5.2841
C -0.2351 -3.3671 -0.9261
H -2.5660 2.8501 3.6382
Br 2.8802 -1.2303 -5.5981
H -6.8357 2.8639 2.1567
C -0.8912 -1.1221 -4.6340
H 3.0009 -3.2535 -2.6128
Br -4.4708 -2.1896 -0.4690
H -0.6304 5.7861 -1.6234
H -5.7823 -3.1207 -2.2211
C -6.5392 1.8381 1.9268
C -2.5648 2.3612 4.5981
C 3.2586 -0.3274 5.9344
H 0.2158 -2.7548 -0.1833
C -2.5818 -6.4863 -3.5671
H 3.2159 5.8980 3.9047
Br 2.4013 -4.7946 3.6659
C 0.4860 -4.8272 -2.5009
H -0.0335 3.4351 -2.8529
C 3.9239 0.0062 -4.4169
H -5.7690 1.5845 -2.5909
O 5.7268 0.6486 -0.1996
Br -4.6944 1.7980 1.4037
H -1.4669 -4.9492 -0.0371

=====

(2)
13
Properties=species:S:1:pos:R:3 method="wB97M-V/def2-TZVPD" molar_mass_g_mol=118.2 orbital_gap_ev=8.648 e_homo_ev=-8.5727 e_above_lowest_kj_mol=291.77 energy_ha=-700.778075
N 0.0126 -0.3211 -1.1787
C -1.6638 -0.2716 1.2588
H -2.9699 0.6061 -0.3057
H -1.0917 -1.1899 1.2573
C 0.9639 0.0271 -0.2691
H 0.3659 -0.4567 -2.1205
H -2.5831 -0.5581 1.7576
H 0.6032 0.5014 0.6187
O -1.0295 0.7734 2.0127
S 2.5571 -0.3039 -0.4505
N -1.3002 0.1668 -1.2526
H -1.6510 1.5075 2.0800
C -2.0231 0.1353 -0.1833

=====

(3)
11
Properties=species:S:1:pos:R:3 method="wB97M-V/def2-TZVPD" molar_mass_g_mol=107.1 smiles="C=NSO.C=O" orbital_gap_ev=9.372 e_homo_ev=-8.7999 e_above_lowest_kj_mol=322.80 energy_ha=-682.516636
N 0.6134 -0.9790 -0.2784
O 2.0762 0.7863 -1.0715
H -0.4669 -1.9781 1.1598
H -1.2492 0.2529 0.6635
C -1.1309 1.3883 0.4728
H 1.3749 1.1442 -1.6527
H -0.5361 -2.6393 -0.3680
C -0.1120 -1.8845 0.1800
S 1.4091 0.2166 0.3020
H -0.8161 2.0313 1.2951
O -1.1625 1.6615 -0.7027